1.
Molecular formula: C20H24FN3O5S2
Method: DFT, ωB97M-V/def2-TZVPD

Each line ends with the Mulliken charge.
Atoms and positions in Å:
O  -4.43865  -0.95945  1.26430  -0.6645
C  -3.33542  -0.74694  1.72325  0.5912
N  -2.79459  0.47013  1.89994  -0.1042
H  -1.82421  0.50895  2.19187  0.3346
C  -3.28064  1.62435  1.18193  -1.3393
H  -2.91713  2.51968  1.68819  0.4422
H  -4.37240  1.60739  1.18627  0.3706
C  -2.76814  1.57127  -0.27415  0.5988
H  -3.32353  0.78149  -0.79437  0.0011
C  -2.86848  2.92106  -0.98979  -0.9058
H  -3.67136  3.53459  -0.58667  0.3963
H  -3.04175  2.76641  -2.05519  0.3279
C  -1.47905  3.51275  -0.76007  -0.7143
H  -1.19328  4.23865  -1.51704  0.4399
C  -0.60428  2.26285  -0.80002  -0.0691
H  0.30813  2.34686  -0.20810  -0.0623
H  -0.32386  2.00923  -1.83089  0.2913
O  -1.39194  1.20740  -0.26673  0.0313
H  -1.42079  3.98431  0.22122  0.2698
C  -2.41185  -1.87826  2.20561  -1.0111
N  -1.23664  -2.01669  1.35640  0.3334
C  -0.16806  -1.24828  1.62536  1.1488
O  -0.15693  -0.44786  2.55323  -0.8110
C  1.09090  -1.43362  0.78538  -0.6624
N  2.08164  -0.46813  1.19662  -0.2040
S  2.60041  0.63589  0.05157  1.5533
O  2.50205  1.96046  0.59389  -0.7661
O  1.98927  0.35120  -1.21540  -0.6366
C  4.32877  0.18362  -0.03981  -0.2027
C  4.72379  -0.76509  -0.96288  -0.2636
C  6.05048  -1.15636  -1.01441  -0.6703
C  6.94351  -0.57753  -0.12729  0.3855
C  6.55707  0.37699  0.79982  -0.7072
C  5.22692  0.75758  0.83903  -0.3650
H  4.87316  1.50381  1.53160  0.4324
H  7.28936  0.80389  1.46637  0.4367
F  8.23413  -0.95431  -0.16974  -0.3136
H  6.39863  -1.89084  -1.72307  0.4426
H  3.98814  -1.17211  -1.63766  0.4585
H  1.75653  0.01140  2.03453  0.4107
H  0.87916  -1.26919  -0.27349  -0.1192
H  1.48713  -2.44685  0.93056  0.2484
C  -1.36078  -2.85243  0.17006  -1.8542
C  -1.87412  -2.10811  -1.02390  1.0026
C  -3.17354  -1.90941  -1.38100  -0.5531
C  -3.30704  -1.15645  -2.56779  -0.6691
C  -2.10841  -0.80120  -3.09725  -0.3612
S  -0.79108  -1.36928  -2.15991  -0.1080
H  -1.91396  -0.23469  -3.98658  0.4912
H  -4.25512  -0.89541  -3.00313  0.4152
H  -4.01088  -2.26603  -0.80894  0.4281
H  -2.06296  -3.65568  0.41277  0.5343
H  -0.39102  -3.30068  -0.05451  0.4638
H  -2.96717  -2.81734  2.20055  0.4704
H  -2.07007  -1.65400  3.21946  0.3870

Cartesian forces (eV/Å) of the 3 atoms listed first:
-0.396 -0.079 -0.234
0.337 -0.281 0.541
0.186 0.356 0.131

Properties
Gap between HOMO and LUMO (Ha): 0.344
Charge: 0
Largest force on an atom (eV/A): 0.8
LUMO (eV): 0.4
Energy relative to the best compared isomer or geometry (same formula, charge and spin) (kJ/mol): 0.00
Structure (SMILES): O=C(CN(Cc1cccs1)C(=O)CNS(=O)(=O)c1ccc(F)cc1)NC[C@H]1CCCO1
DFT total energy (hartree): -2213.25284
HOMO level (eV): -8.91

2.
Molecular formula: H20O10
Method: DFT, ωB97M-V/def2-TZVPD

Each line ends with the Mulliken charge.
Atoms and positions in Å:
O  0.67418  -2.19923  -1.20239  -0.5728
H  1.17386  -1.67657  -1.84533  0.2852
H  0.67877  -3.09683  -1.55991  0.2851
O  -2.12125  -2.60559  -0.17369  -0.6571
H  -1.18769  -2.37882  -0.30308  0.3121
H  -2.47039  -2.74292  -1.06270  0.3186
O  2.56054  2.48660  1.25260  -0.6751
H  1.79563  1.92069  1.03341  0.3978
H  2.20564  3.12838  1.87720  0.3226
O  0.46580  -1.69297  1.95266  -0.7906
H  0.79544  -2.40182  1.38228  0.3249
H  -0.25765  -2.09361  2.45098  0.3210
O  -1.10895  0.14129  -2.57725  -0.4935
H  -1.51494  0.38479  -3.41782  0.2647
H  -1.23959  -0.81027  -2.50483  0.2338
O  2.20962  2.61843  -1.66538  -0.6615
H  1.57533  1.89879  -1.66132  0.2904
H  2.33876  2.82337  -0.72407  0.3949
O  -2.94393  0.04970  0.29327  -0.5872
H  -3.05302  -0.83511  -0.09877  0.3319
H  -3.10538  -0.08005  1.23264  0.2870
O  0.28149  0.75684  0.26406  -0.5710
H  -0.33265  0.35215  -0.36254  0.2399
H  0.51284  0.03676  0.87105  0.3344
O  2.55598  -1.25016  3.84053  -0.6355
H  2.01615  -1.29502  4.63535  0.2785
H  1.91828  -1.26942  3.10320  0.4372
O  -1.42795  3.33681  -2.06200  -0.6265
H  -1.72917  3.96836  -1.40170  0.2955
H  -1.26573  2.52545  -1.56647  0.3154

Cartesian forces (eV/Å) of the 3 atoms listed first:
-0.114 -0.289 -0.192
-0.063 0.105 0.224
0.119 0.093 0.018

Properties
Gap between HOMO and LUMO (Ha): 0.354
Charge: 0
Largest force on an atom (eV/A): 0.7
LUMO (eV): -0.5
Energy relative to the best compared isomer or geometry (same formula, charge and spin) (kJ/mol): 249.87
Structure (SMILES): O.O.O.O.O.O.O.O.O.O
DFT total energy (hartree): -764.38675
HOMO level (eV): -10.16

3.
Molecular formula: C22H37BrEuNP
Method: DFT, ωB97M-V/def2-TZVPD

Each line ends with the Mulliken charge.
Atoms and positions in Å:
C  -1.82683  -0.62854  -1.84158  -0.5077
C  -1.98782  -1.27544  -0.55852  -1.0135
C  -2.36689  -0.24909  0.37147  0.2588
H  -1.92987  -2.35012  -0.34464  0.3992
C  -2.24643  1.00310  -0.26393  -0.7505
C  -1.91376  0.78636  -1.63483  -0.7016
H  -1.79120  1.53648  -2.41259  0.4716
H  -1.68912  -1.15202  -2.80438  0.5498
H  -2.69622  -0.43580  1.38882  0.2983
H  -2.46093  1.95817  0.17276  0.4492
Eu  0.65741  0.01841  -1.01211  1.2251
Br  2.10974  -2.18324  -0.14694  -0.5093
C  2.30561  0.75319  -2.81544  -0.6807
C  1.23571  1.53472  -3.36278  -0.5772
C  0.34172  0.65039  -4.00484  -0.2565
H  1.13377  2.62106  -3.30386  0.3604
C  0.76740  -0.67560  -3.80156  -0.6731
C  2.01382  -0.64543  -3.08224  -0.7789
H  2.53316  -1.50757  -2.68124  0.8454
H  3.15216  1.11291  -2.20945  0.4332
H  -0.54687  0.94787  -4.57958  0.4174
H  0.27367  -1.58553  -4.15472  0.4500
C  -1.86504  -0.00889  4.63240  -1.5407
C  -0.56956  0.83028  4.59505  2.3388
C  -0.87752  2.16224  3.86909  -1.7286
C  -0.18305  1.13660  6.05271  -2.0305
P  0.79186  -0.03099  3.63714  -0.0265
N  0.53884  0.12622  2.07508  -0.1227
C  2.48616  0.75911  4.07270  2.1017
C  2.94859  0.33133  5.46664  -1.9867
C  3.48864  0.31970  3.00178  -1.5365
C  2.32549  2.27841  4.03249  -1.9851
C  0.79353  -1.85564  4.11836  2.2276
C  2.09352  -2.51423  3.65860  -1.7032
C  0.66371  -2.04274  5.63499  -2.0246
C  -0.37395  -2.54882  3.40115  -1.7975
H  -2.66393  0.64216  5.03733  0.6331
H  -1.75355  -0.88420  5.28381  0.3404
H  -2.17586  -0.30737  3.62021  -0.2076
H  -1.85313  2.52367  4.22897  0.5280
H  -0.14224  2.95754  4.04903  0.2808
H  -0.95258  2.00062  2.78516  0.1928
H  0.09201  0.22436  6.59271  0.2652
H  0.63166  1.86194  6.13054  0.2762
H  -1.07210  1.58212  6.52872  0.5552
H  3.20505  -0.72862  5.51696  0.2713
H  3.86729  0.88617  5.68077  0.5532
H  2.22443  0.56472  6.24999  0.2427
H  3.04742  0.35459  1.99967  0.0859
H  4.31116  1.03972  3.01826  0.5406
H  3.89826  -0.67857  3.15960  0.2871
H  1.88440  2.62953  3.09247  0.2658
H  1.76558  2.68759  4.87568  0.3039
H  3.32975  2.70520  4.08243  0.6466
H  2.96818  -2.18944  4.23560  0.2312
H  1.96623  -3.58904  3.84282  0.6671
H  2.23190  -2.37641  2.57594  -0.0140
H  -0.28971  -1.68985  6.02857  0.2832
H  0.72275  -3.12270  5.82173  0.5588
H  1.47927  -1.55629  6.17675  0.2523
H  -1.35005  -2.34097  3.85141  0.2968
H  -0.38373  -2.25196  2.34723  0.2223
H  -0.18562  -3.62724  3.45159  0.5458

Cartesian forces (eV/Å) of the 3 atoms listed first:
0.594 -0.533 0.430
-0.658 1.091 -0.379
0.794 -0.568 -0.660

Properties
Gap between HOMO and LUMO (spin up / spin down) (Ha): 0.170 / 0.210
<S²>: 12.043
Charge: -1
Largest force on an atom (eV/A): 5.2
LUMO (spin up / spin down) (eV): 1.5 / 2.6
Energy relative to the best compared isomer or geometry (same formula, charge and spin) (kJ/mol): 58.55
DFT total energy (hartree): -4540.92919
HOMO level (spin up / spin down) (eV): -3.10 / -3.12
Multiplicity: 7

4.
Molecular formula: C38H55ClO27
Method: DFT, ωB97M-V/def2-TZVPD

Each line ends with the Mulliken charge.
Atoms and positions in Å:
O  1.35712  -2.86067  1.50884  -0.4900
C  2.15202  -2.66607  0.55071  0.5844
Cl  3.94233  -3.04471  0.81999  -0.2046
C  1.55157  -2.14788  -0.83542  -0.7565
C  2.11068  -0.73166  -1.33547  0.2203
C  3.66485  -0.37214  -1.18358  -0.7632
O  3.66409  1.02062  -1.67099  -0.2535
C  2.72182  1.67336  -0.77482  0.4089
O  2.90170  2.76053  -0.19296  -0.5939
C  1.47812  0.63053  -0.70512  -0.1576
H  0.41258  -2.03863  -0.72107  0.2349
H  1.75308  -2.97270  -1.61225  0.4498
H  1.79961  -0.70777  -2.44832  0.3527
H  4.46503  -1.07626  -1.58029  0.2875
H  3.75465  -0.18329  -0.04252  0.3593
H  0.52476  1.03282  -1.21645  0.3016
H  1.32929  0.31999  0.40818  0.0894
C  5.34317  3.47279  -2.50969  -1.3721
C  6.64895  2.73371  -2.70359  0.6215
C  7.73084  3.16638  -1.75855  -0.4632
O  8.91361  2.89959  -2.50331  -0.3460
C  8.57327  2.97762  -3.82022  0.5570
O  9.35973  2.99601  -4.72342  -0.5536
O  7.21991  3.03550  -3.97588  -0.2577
H  4.59407  3.10612  -3.21645  0.2648
H  4.95939  3.34070  -1.49644  0.3427
H  5.46263  4.54213  -2.70837  0.4182
H  6.48062  1.65266  -2.65426  0.0945
H  7.72273  2.59297  -0.82923  0.3354
H  7.70188  4.23340  -1.51806  0.2973
C  0.13251  2.30897  5.44482  -1.4863
C  0.21778  2.42442  3.93767  0.5433
C  -1.04399  2.92529  3.30011  -0.2584
O  -0.98876  2.33696  2.00636  -0.3133
C  -0.25056  1.19967  2.12683  0.6616
O  -0.15998  0.35712  1.27584  -0.6239
O  0.36945  1.14026  3.33782  -0.3336
H  1.08284  1.95156  5.85025  0.3690
H  -0.10177  3.27219  5.90342  0.3847
H  -0.62676  1.57997  5.74098  0.3656
H  1.08100  3.03645  3.65480  0.2757
H  -1.06648  4.01457  3.22743  -0.0162
H  -1.95461  2.58386  3.80138  0.3310
C  -3.71328  7.84717  1.50573  -1.3381
C  -3.88528  7.31731  2.91341  0.5113
C  -2.61845  6.78567  3.51556  -0.4590
O  -3.09899  5.80587  4.42963  -0.3172
C  -4.29892  5.37327  3.94161  0.6804
O  -4.89215  4.41795  4.35202  -0.5514
O  -4.72997  6.17009  2.92377  -0.3322
H  -4.66489  8.22978  1.12777  0.2441
H  -2.97616  8.65239  1.47166  0.3832
H  -3.40341  7.05264  0.82114  0.3369
H  -4.34228  8.08184  3.55086  0.2306
H  -2.05391  7.55873  4.04126  0.3611
H  -1.96044  6.29569  2.79111  0.2816
C  -0.89855  -5.23592  1.53729  -1.2374
C  -1.70766  -5.81980  2.67639  0.5782
C  -1.00990  -6.93030  3.40396  -0.2294
O  -2.09761  -7.70999  3.88957  -0.3569
C  -3.13927  -7.50153  3.03710  0.5584
O  -4.15114  -8.14530  3.03380  -0.5539
O  -2.88014  -6.46970  2.18739  -0.3609
H  -1.45525  -4.42635  1.05702  0.3877
H  0.05390  -4.84125  1.88887  0.1564
H  -0.70889  -5.98509  0.76457  0.3429
H  -2.02057  -5.02495  3.36232  0.2108
H  -0.39853  -6.56350  4.23149  0.3028
H  -0.39167  -7.55740  2.75655  0.2259
C  -7.66219  8.59182  -2.51877  -1.4909
C  -7.26245  9.58782  -1.45071  0.5842
C  -7.60763  11.00680  -1.79345  -0.4904
O  -6.62060  11.74247  -1.08419  -0.3177
C  -5.53745  10.92543  -0.95494  0.6545
O  -4.45912  11.28416  -0.57817  -0.5332
O  -5.84383  9.64396  -1.31560  -0.3641
H  -7.39691  7.57794  -2.20766  0.3611
H  -8.73676  8.62710  -2.71143  0.3783
H  -7.12681  8.78137  -3.45320  0.3657
H  -7.68485  9.29388  -0.48370  0.2385
H  -8.60939  11.28234  -1.45698  0.3171
H  -7.51551  11.23498  -2.85959  0.3040
C  -6.04060  -10.87979  2.51503  -1.4553
C  -5.93614  -10.75875  1.01021  0.6134
C  -7.19312  -10.26435  0.35701  -0.4647
O  -7.11628  -10.84848  -0.93785  -0.3213
C  -6.37053  -11.98281  -0.81215  0.5879
O  -6.26320  -12.82011  -1.66166  -0.5400
O  -5.76634  -12.04033  0.40804  -0.3452
H  -5.09329  -11.23121  2.93176  0.3149
H  -6.28761  -9.92014  2.97343  0.3529
H  -6.79825  -11.61584  2.79950  0.4209
H  -5.07396  -10.13952  0.74109  0.2259
H  -7.22281  -9.17493  0.28747  0.3024
H  -8.10777  -10.61448  0.84522  0.3046
C  5.53212  -7.25098  3.14526  -1.5010
C  4.07906  -6.82612  3.12428  0.4618
C  3.12028  -7.97216  2.98608  -0.5527
O  2.00931  -7.36608  2.33864  -0.2642
C  2.49742  -6.30991  1.62835  0.5228
O  1.86893  -5.69505  0.81504  -0.4797
O  3.79429  -6.05009  1.96257  -0.2378
H  6.17910  -6.37724  3.25952  0.3639
H  5.73132  -7.94185  3.96753  0.3877
H  5.81589  -7.72805  2.20310  0.3552
H  3.85175  -6.21570  4.00497  0.2662
H  2.82501  -8.38464  3.95331  0.3555
H  3.49442  -8.78261  2.35346  0.2950
C  5.70745  4.13605  -8.73625  -1.4611
C  4.89423  3.56046  -7.59625  0.5294
C  5.58542  2.44757  -6.86575  -0.1492
O  4.49438  1.67497  -6.37844  -0.2936
C  3.45310  1.88732  -7.23194  0.6269
O  2.43877  1.25044  -7.23436  -0.5539
O  3.71932  2.91749  -8.08497  -0.3641
H  5.15755  4.94787  -9.21996  0.3525
H  6.66473  4.52573  -8.38290  0.3780
H  5.89262  3.38249  -9.50669  0.3624
H  4.58590  4.35881  -6.91239  0.2508
H  6.19877  2.81307  -6.03924  0.0757
H  6.20091  1.81462  -7.51226  0.3068

Cartesian forces (eV/Å) of the 3 atoms listed first:
4.022 0.889 -3.968
-4.321 -0.484 3.284
-1.558 0.566 -0.695

Properties
Gap between HOMO and LUMO (Ha): 0.395
Charge: 0
Largest force on an atom (eV/A): 5.7
LUMO (eV): 0.3
Structure (SMILES): O=C(Cl)C[C@@H]1COC(=O)C1.C[C@@H]1COC(=O)O1.C[C@@H]1COC(=O)O1.C[C@@H]1COC(=O)O1.C[C@@H]1COC(=O)O1.C[C@@H]1COC(=O)O1.C[C@@H]1COC(=O)O1.C[C@@H]1COC(=O)O1.C[C@@H]1COC(=O)O1
DFT total energy (hartree): -3972.71406
HOMO level (eV): -10.48

Number 1: M 469.6 g/mol. Number 2: M 180.2 g/mol. Number 3: M 578.4 g/mol. Number 4: M 979.3 g/mol.